Record 1
Computed, not measured: a cluster of 2 separate species, C35H48N2O5 in total at a distorted geometry, with ωB97M-V/def2-TZVPD.

The geometry in XYZ format:
```
90
Properties=species:S:1:pos:R:3:forces:R:3
C -2.989 -3.829 1.804 0.2 0.1 0.3
C -1.788 -2.901 2.030 -0.1 0.0 -0.1
C -1.506 -1.991 0.852 0.2 0.1 -0.1
C -0.244 -1.131 1.012 0.3 -0.6 -1.1
C -0.044 -0.126 2.110 0.3 1.2 -0.1
C 1.172 0.661 1.852 -1.7 -0.8 0.9
O 1.381 1.861 2.006 0.4 -0.6 0.1
O 2.130 -0.208 1.390 1.0 0.8 -0.5
C 3.264 0.390 0.741 -0.4 0.1 0.3
C 3.858 -0.651 -0.181 -0.1 0.0 -0.3
C -1.224 0.663 2.465 0.6 0.3 0.2
O -1.368 1.386 3.435 -0.1 -0.1 -0.2
O -2.190 0.528 1.508 -0.4 0.6 0.2
C -3.320 1.396 1.617 -0.1 0.1 0.2
C -4.310 1.142 0.500 -0.1 -0.1 -0.2
H -3.097 -4.483 2.675 -0.1 -0.1 -0.2
H -3.926 -3.267 1.695 0.2 -0.1 -0.1
H -2.848 -4.454 0.912 0.0 0.1 0.2
H -1.957 -2.267 2.912 0.1 -0.3 0.0
H -0.884 -3.503 2.213 -0.2 0.1 0.1
H -1.337 -2.594 -0.054 -0.1 0.0 0.2
H -2.357 -1.335 0.642 0.1 -0.5 0.0
H 0.636 -1.793 1.043 -0.5 0.1 -0.3
H -0.187 -0.543 0.063 0.2 -0.5 0.2
H 2.937 1.278 0.172 0.2 -0.3 0.4
H 3.970 0.712 1.527 -0.2 0.1 -0.4
H 4.834 -0.302 -0.528 -0.1 -0.1 -0.1
H 3.985 -1.632 0.300 -0.1 0.4 -0.1
H 3.197 -0.772 -1.051 0.2 -0.1 0.2
H -3.813 1.230 2.581 0.2 0.2 -0.1
H -2.968 2.432 1.558 -0.1 -0.1 0.2
H -5.142 1.840 0.651 0.1 -0.1 -0.1
H -3.892 1.327 -0.498 0.0 -0.1 0.3
H -4.729 0.129 0.527 0.2 0.1 0.0
C 8.380 -2.650 5.777 0.3 -0.3 0.0
N 7.645 -1.567 5.175 0.4 0.4 -0.8
C 8.110 -1.014 4.006 0.8 -0.5 0.7
O 9.216 -1.230 3.516 -1.5 0.2 0.3
C 6.985 -0.165 3.438 0.5 0.9 0.4
C 6.547 -0.790 2.116 0.2 -0.1 -0.3
C 6.113 -2.222 2.314 -0.3 -0.5 -0.5
C 7.034 -3.268 2.162 0.2 0.4 0.1
C 6.664 -4.580 2.426 -0.4 -0.3 0.3
C 5.371 -4.857 2.908 0.2 0.4 -0.2
C 4.430 -3.822 3.007 0.0 -0.4 -0.1
C 4.785 -2.534 2.625 0.1 0.5 0.3
N 5.975 -0.228 4.491 -0.1 0.3 1.1
C 4.702 0.211 4.276 -1.1 -0.7 -0.7
C 3.567 -0.408 4.774 1.2 -0.6 0.1
C 2.222 0.035 4.744 0.5 1.4 0.0
C 1.557 0.216 5.998 -0.3 -1.1 1.1
C 0.725 1.337 6.256 0.3 -0.5 -0.6
C 0.368 1.635 7.566 -0.1 -0.3 0.4
C 0.751 0.787 8.622 0.4 0.3 -0.4
C 1.595 -0.315 8.381 -0.4 -0.2 -0.3
C 1.944 -0.636 7.076 -0.4 0.9 0.2
C 6.499 -0.887 5.726 -0.2 -0.5 0.0
C 6.873 0.055 6.956 -0.3 0.1 -0.8
C 7.916 1.106 6.567 0.0 0.1 0.1
C 7.467 -0.749 8.112 0.1 -0.1 0.2
C 5.580 0.708 7.434 -0.1 0.2 0.1
H 8.287 -3.550 5.152 0.1 0.2 0.1
H 9.440 -2.366 5.821 -0.2 -0.2 0.1
H 8.005 -2.878 6.774 0.0 0.1 -0.2
H 7.361 0.871 3.330 -0.2 -0.3 -0.3
H 5.759 -0.185 1.657 0.2 -0.2 0.1
H 7.441 -0.778 1.475 -0.3 0.2 0.0
H 8.061 -3.028 1.858 -0.4 -0.2 0.1
H 7.387 -5.388 2.275 -0.3 0.3 0.1
H 5.098 -5.873 3.176 0.0 0.1 0.0
H 3.412 -4.014 3.373 0.5 0.0 -0.3
H 4.037 -1.731 2.600 0.3 -0.5 0.2
H 4.615 1.082 3.608 0.0 -0.4 0.1
H 3.786 -1.298 5.387 -0.1 0.7 0.1
H 1.785 0.481 3.866 0.2 0.6 0.0
H 0.403 1.946 5.407 0.1 -0.1 0.3
H -0.217 2.536 7.780 0.1 -0.5 -0.1
H 0.411 1.006 9.636 0.2 0.0 -0.3
H 1.972 -0.948 9.191 -0.4 0.3 -0.2
H 2.508 -1.538 6.853 0.0 0.2 0.2
H 5.771 -1.626 6.100 0.1 0.1 -0.1
H 7.557 1.787 5.786 0.1 -0.1 0.1
H 8.150 1.699 7.466 -0.1 -0.1 -0.4
H 8.853 0.631 6.244 -0.2 0.1 0.0
H 6.810 -1.565 8.436 0.1 0.0 0.0
H 8.457 -1.150 7.870 -0.2 0.0 0.0
H 7.613 -0.077 8.972 -0.2 -0.2 -0.2
H 4.843 -0.060 7.715 0.1 0.2 -0.1
H 5.774 1.335 8.322 -0.1 -0.2 -0.4
H 5.145 1.335 6.644 0.0 -0.1 0.3
```
Forces are in eV/Å.

The value obtained for the electronic energy is -50288.31045 eV. The calculation puts the LUMO energy at -2.25 eV. The molecular weight comes out at 576.8 g mol⁻¹. The calculation puts the orbital gap at 0.1496 Eh. As for the spin multiplicity: 1.


Record 2
Computed, not measured: a cluster of 2 separate species, C8H12N2O2 in total at a distorted geometry, with ωB97M-V/def2-TZVPD.

The geometry in XYZ format:
```
24
Properties=species:S:1:pos:R:3:forces:R:3
C 0.193 1.319 -0.300 0.0 0.4 0.4
C 2.342 -0.728 -0.377 -2.5 -0.4 -1.3
C -0.738 -2.283 0.172 0.0 0.1 -0.7
C -0.623 -1.143 -0.861 -0.2 0.2 0.1
C 0.009 -0.076 0.016 1.9 -1.4 -1.9
C 0.299 2.234 0.904 0.1 0.1 -0.3
C 3.145 0.090 0.496 0.8 0.3 0.6
C -1.970 -0.719 -1.441 0.2 0.0 -0.1
N -0.245 -1.736 1.426 0.1 -0.3 0.9
N 0.128 -0.556 1.299 -0.1 0.1 1.2
O 0.232 1.747 -1.445 -0.1 -0.1 0.0
O 2.343 -1.569 -1.181 0.3 0.9 1.0
H -1.765 -2.623 0.324 0.0 0.0 0.0
H -0.131 -3.161 -0.069 -0.1 0.0 0.0
H 0.049 -1.418 -1.683 0.0 0.1 0.1
H 0.844 3.137 0.644 0.0 0.1 -0.1
H 0.748 1.722 1.750 0.0 0.0 0.1
H -0.715 2.516 1.185 -0.1 0.0 0.1
H 2.982 1.137 0.243 -0.1 0.0 -0.1
H 4.208 -0.157 0.409 -0.1 0.0 0.0
H 2.800 -0.057 1.520 -0.1 0.0 0.0
H -2.379 -1.523 -2.049 -0.1 0.0 -0.1
H -1.846 0.162 -2.066 -0.1 0.1 0.0
H -2.674 -0.490 -0.644 -0.1 0.0 0.1
```
Forces are in eV/Å.

The value obtained for the electronic energy is -15562.51512 eV. The calculation puts the LUMO energy (spin up / spin down) at -0.55 / -0.58 eV. The value obtained for the energy above the lowest of the compared OMol25 structures with the same formula, charge and spin is 101.3 kcal/mol. The molecular weight comes out at 168.2 g mol⁻¹. The calculation puts the orbital gap (spin up / spin down) at 0.2696 / 0.2685 Eh. As for the spin multiplicity: 1.


Record 3
Computed, not measured: a cluster of 2 separate species, C8H14N2O4S in total at a distorted geometry, with ωB97M-V/def2-TZVPD.

The geometry in XYZ format:
```
29
Properties=species:S:1:pos:R:3:forces:R:3
N -4.913 -1.284 -0.563 -1.6 1.4 -0.9
C -3.782 -1.412 -0.179 0.0 -0.6 -0.4
C -2.669 -1.760 0.436 -0.6 -1.8 0.4
C -1.608 -0.920 0.938 -1.3 1.6 -0.2
C -1.551 0.422 0.854 -0.8 -0.2 -1.3
N -0.764 1.337 1.479 1.2 -0.1 3.1
S -2.695 1.391 -0.185 -2.1 -0.4 -1.2
O -3.118 0.888 -1.497 0.8 0.0 2.3
O -2.340 2.778 -0.153 0.4 -0.3 0.3
O -3.892 1.224 0.923 3.9 2.2 0.7
H -5.318 -0.996 -1.494 1.2 -1.0 1.2
H -2.813 -2.842 0.772 0.9 1.4 -0.6
H -0.972 -1.311 1.670 1.0 -0.9 0.8
H -0.672 1.265 2.556 -0.3 0.1 -2.7
H -1.021 2.261 1.164 0.4 0.4 0.3
H -4.655 0.836 0.646 -3.5 -2.0 -1.7
C 0.534 0.622 -2.006 1.0 -1.1 1.5
C 0.992 0.257 -0.767 -0.4 0.3 -3.3
C 2.344 0.726 -0.427 1.7 -1.4 -1.5
C 3.436 -0.393 -0.286 -2.1 -2.0 0.5
O 4.520 0.017 0.452 1.1 1.1 1.8
H -0.255 -0.001 -2.408 -0.5 0.7 -0.3
H 1.123 1.326 -2.640 -0.8 -0.7 0.5
H 0.422 -0.495 -0.215 0.6 0.3 0.0
H 2.394 1.126 0.523 0.0 1.6 2.0
H 2.714 1.389 -1.229 -0.3 0.2 0.7
H 2.970 -1.253 0.306 0.1 0.7 -1.0
H 3.856 -0.832 -1.199 -0.5 0.4 -0.1
H 4.215 0.163 1.378 0.5 -0.1 -1.1
```
Forces are in eV/Å.

Its SMILES is N=C=C/C=C(/N)S(=O)(=O)O.C=CCCO. The value obtained for the electronic energy is -30523.37783 eV. The calculation puts the LUMO energy at 0.38 eV. The value obtained for the energy above the lowest of the compared OMol25 structures with the same formula, charge and spin is 56.5 kcal/mol. The molecular weight comes out at 234.3 g mol⁻¹. The calculation puts the orbital gap at 0.3040 Eh. As for the spin multiplicity: 1.